DFT (the ωB97M-V functional and the def2-TZVPD basis) results for the molecule C6H9N.

```
16
Properties=species:S:1:pos:R:3:nbo_charge:R:1
C -0.09934 -1.95914 0.65439 -0.636
C -0.13512 -0.47587 0.52847 0.010
C -0.22820 0.62280 -1.65675 -0.575
C 0.69709 0.34944 -0.42827 -0.341
C 0.71725 1.64088 0.34762 0.118
N -0.23258 1.73451 1.20102 -0.419
C -0.74959 0.41338 1.32125 -0.084
H 0.88689 -2.25080 1.04528 0.220
H -0.23457 -2.49509 -0.29020 0.216
H -0.84782 -2.30187 1.37354 0.223
H -0.54326 -0.31011 -2.13906 0.210
H 0.21827 1.27465 -2.41371 0.211
H 1.67298 -0.05483 -0.71934 0.229
H 1.46544 2.41838 0.29798 0.193
H -1.11031 1.13486 -1.25083 0.223
H -1.46174 0.23930 2.11266 0.203
```

The total energy is -7856.7230 eV. Its HOMO energy is -0.3139 hartree. The SMILES is CC1=CN=C[C@@H]1C. The HOMO-LUMO gap is 9.386 eV.



DFT (the ωB97M-V functional and the def2-TZVPD basis) results for a cluster of 6 separate species, C5H19NO6 in total in a non-equilibrium geometry.

```
31
Properties=species:S:1:pos:R:3:nbo_charge:R:1
O 1.75306 -2.84361 0.57920 -0.540
C 0.97530 -2.86029 1.50240 0.469
C 0.26240 -1.57630 1.98615 -0.515
C -0.85064 -1.02976 1.21671 -0.429
C -0.50445 -0.96376 -0.35098 -0.260
C -0.22468 1.10991 -1.57693 -0.016
N -0.79097 0.32222 -0.81268 -0.451
H 0.40899 -3.71547 1.78682 0.112
H 1.04351 -0.80941 2.01109 0.204
H 0.08914 -1.64377 3.08668 0.225
H -1.29833 -0.11482 1.63760 0.284
H -1.75882 -1.69120 1.40716 0.193
H 0.53944 -1.23133 -0.57846 0.186
H -1.10632 -1.80137 -0.90957 0.205
H 0.65373 1.03208 -2.16043 0.136
H -0.71932 2.07958 -1.65872 0.184
H 1.36090 3.73097 -1.58282 0.460
H 1.65162 3.19118 -0.20090 0.484
O 0.94083 3.53769 -0.71870 -0.959
H 3.44172 -2.44453 -1.66477 0.463
H 2.52320 -1.74573 -0.89560 0.462
O 2.77814 -1.77296 -1.72071 -0.925
H 1.98470 1.31544 -0.34950 0.470
H 1.94680 1.44377 1.07690 0.466
O 2.39755 1.67290 0.36005 -0.912
H -2.65032 1.41134 0.36332 0.506
H -2.37434 2.80597 1.09581 0.475
O -2.27659 1.84358 1.21133 -0.988
H -3.84020 0.29437 -2.02472 0.479
H -2.96827 -0.16133 -0.91110 0.473
O -3.38779 0.61465 -1.20464 -0.941
```

The total energy is -19264.7436 eV. Its HOMO energy is -0.3225 hartree. The SMILES is C=NCCCC=O.O.O.O.O.O. The HOMO-LUMO gap is 9.172 eV.



DFT (the ωB97M-V functional and the def2-TZVPD basis) results for a structure of composition C19H16BrN6PtS in a non-equilibrium geometry.

```
44
Properties=species:S:1:pos:R:3:nbo_charge:R:1
Pt 0.06520 -0.01947 -0.06719 0.815
N 2.93449 3.05802 -0.98210 -0.757
C 2.19975 2.04459 -0.52527 0.326
S 1.13092 1.25306 -1.70048 -0.178
N 2.24429 1.71136 0.73198 -0.413
N 1.44253 0.73246 1.11863 -0.170
C 1.34084 0.37701 2.37913 -0.017
C 0.39899 -0.64048 2.70664 0.156
C 0.15489 -1.08295 4.01753 -0.207
C -0.75456 -2.09235 4.23684 -0.138
C -1.39202 -2.68214 3.14220 -0.238
C -1.13490 -2.18873 1.87766 0.072
N -0.28970 -1.18748 1.66181 -0.478
H 2.94243 3.27299 -1.96428 0.419
H 3.56140 3.53836 -0.35736 0.418
H 1.96924 0.83464 3.13182 0.231
H 0.67525 -0.60682 4.83322 0.238
H -0.98319 -2.42151 5.23930 0.240
H -2.08651 -3.49432 3.27340 0.242
H -1.62750 -2.60168 1.00610 0.215
Br -0.42656 -5.23654 -5.02328 0.108
C -0.80308 -3.80557 -3.83645 -0.053
C 0.19793 -3.33163 -2.99497 -0.222
C -0.08733 -2.30404 -2.12976 -0.202
C -1.36138 -1.71084 -2.08193 0.145
C -2.35543 -2.21067 -2.94038 -0.204
C -2.07601 -3.24829 -3.80324 -0.232
N -1.52394 -0.68550 -1.17608 -0.439
C -2.65934 -0.02874 -0.98314 0.127
C -2.74218 1.03027 -0.04475 0.090
C -3.91423 1.79561 0.16012 -0.176
C -3.90701 2.82241 1.07139 -0.161
C -2.73702 3.10824 1.78372 -0.201
C -1.62539 2.32563 1.54707 0.060
N -1.63607 1.32728 0.68222 -0.480
H 1.18209 -3.77243 -3.02301 0.242
H 0.68865 -1.92684 -1.45661 0.247
H -3.34918 -1.79292 -2.94282 0.213
H -2.84446 -3.63357 -4.45607 0.242
H -3.54707 -0.26905 -1.55572 0.208
H -4.79903 1.56048 -0.40923 0.230
H -4.79684 3.40773 1.24401 0.240
H -2.69554 3.90532 2.50669 0.239
H -0.69998 2.49918 2.07940 0.208
```

The total energy is -113022.5856 eV. Its net charge is +1. Its HOMO energy is -0.3766 hartree. The HOMO-LUMO gap is 5.958 eV.



DFT (the ωB97M-V functional and the def2-TZVPD basis) results for the molecule C6H11N in a non-equilibrium geometry.

```
18
Properties=species:S:1:pos:R:3:nbo_charge:R:1
C -1.09716 0.85273 1.79315 -0.602
C 0.38005 0.61418 1.41500 -0.410
N 1.36689 0.25915 -2.22620 -0.826
C 1.31797 0.50962 -0.85273 0.021
C 0.51452 0.01374 0.09054 -0.147
C -0.33665 -1.16399 -0.07502 -0.193
C -1.14487 -1.51077 -1.05001 -0.407
H -1.70604 -0.00950 1.38099 0.210
H -1.42736 1.77057 1.36173 0.205
H -1.24247 0.91175 2.87835 0.208
H 0.83660 -0.17939 2.05487 0.199
H 0.79208 1.62599 1.41325 0.219
H 2.30185 0.26128 -2.67174 0.377
H 0.78973 -0.55278 -2.59449 0.379
H 1.88916 1.41073 -0.68599 0.180
H 0.02300 -1.76618 0.70700 0.200
H -1.96648 -2.15881 -0.93384 0.203
H -1.29079 -0.88829 -2.00487 0.184
```

The total energy is -7888.3010 eV. Its HOMO energy is -0.2873 hartree. The SMILES is C=C/C(=C\N)CC. The HOMO-LUMO gap is 8.889 eV.